17
Properties=species:S:1:pos:R:3:mulliken_charge:R:1 method="wB97M-V/def2-TZVPD" molar_mass_da=116.14 homo_energy_ev=-8.97 total_charge=0 multiplicity=1 orbital_gap_ha=0.357 total_energy_ev=-11125.5109
F -1.1902 -2.9233 -0.8091 -0.29
O 0.9678 -0.1164 -0.7868 -0.41
C 0.0581 -2.2891 -1.1668 -0.41
C -1.3258 -0.4898 0.0103 -0.32
C 1.8295 0.0730 0.3613 -0.73
C -0.0344 -1.0002 -0.7706 0.50
C -1.4140 0.6985 0.4655 -0.15
C -0.4213 1.9817 0.4038 -0.78
H -0.1829 1.9134 -0.7562 0.27
H -2.3629 0.8428 0.9327 0.32
H 1.1309 -0.0085 1.3150 0.36
H -2.1708 -1.3092 0.0515 0.20
H 0.6346 1.9174 1.2685 0.19
H -1.3670 3.0427 0.8902 0.26
H 2.2685 1.1157 0.0998 0.24
H 0.6924 -2.6525 -1.8440 0.52
H 2.8877 -0.7961 0.3349 0.22

17
Properties=species:S:1:pos:R:3:mulliken_charge:R:1 method="wB97M-V/def2-TZVPD" molar_mass_da=132.20 homo_energy_ev=-8.59 total_charge=0 multiplicity=1 smiles="CC/C(F)=C(/C)C=S" orbital_gap_ha=0.295 total_energy_ev=-19919.7299
S 2.7684 -1.9461 1.0182 -0.24
F -1.8373 0.0126 0.1720 -0.29
C 1.6866 -0.9214 0.3245 -0.55
C -0.5452 -0.1147 -0.1717 0.47
C -0.2813 -1.7298 1.7349 -1.32
C -0.4640 2.1952 -1.0703 -1.11
C -0.2815 0.7148 -1.3773 -0.38
C 0.2730 -0.8803 0.5943 0.67
H -1.2473 -1.3105 2.1128 0.30
H 0.7115 0.5866 -1.7665 0.30
H -0.5813 -2.7586 1.4690 0.29
H -1.4881 2.3543 -0.6961 0.31
H 2.0491 -0.2464 -0.4428 0.22
H 0.2490 2.5552 -0.3270 0.31
H -1.0039 0.4670 -2.1376 0.27
H 0.4258 -1.7867 2.5459 0.42
H -0.4336 2.8086 -1.9823 0.34

20
Properties=species:S:1:pos:R:3:mulliken_charge:R:1 method="wB97M-V/def2-TZVPD" molar_mass_da=214.86 homo_energy_ev="-17.90 / -17.87" total_charge=+2 multiplicity=1 orbital_gap_ha="0.268 / 0.257" total_energy_ev=-66907.0426
Ga -4.1186 -1.0212 0.3378 0.38
O -2.5351 -1.2267 0.0070 -0.10
O -1.6611 0.3219 -1.3790 -0.33
O 0.0282 1.3579 2.0940 -0.50
O -3.7978 0.3642 -0.8105 -0.27
C 1.2178 0.6902 1.7080 -0.60
C -0.2850 0.0755 -1.0151 -1.01
C 1.2744 -1.0103 -1.4814 -0.35
C -2.6585 -0.1852 -0.7082 0.88
C 2.0308 -0.3416 -0.4577 -0.25
C 1.3381 0.7042 0.2060 0.06
H 1.1975 -0.3525 2.0713 0.40
H 0.0815 0.8143 -1.7485 0.62
H -0.4613 -0.6034 -0.1643 0.77
H 1.0125 -2.0513 -1.2590 0.33
H -0.1230 1.2186 3.0318 0.35
H 1.3026 1.6941 -0.2629 0.52
H 2.6191 -1.0005 0.1905 0.34
H 2.1039 1.1868 2.1396 0.40
H 1.4341 -0.6349 -2.4993 0.36

24
Properties=species:S:1:pos:R:3:mulliken_charge:R:1 method="wB97M-V/def2-TZVPD" molar_mass_da=357.32 homo_energy_ev="-15.25 / -15.64" total_charge=+2 multiplicity=9 orbital_gap_ha="0.246 / 0.117" total_energy_ev=-41721.3193
Gd 1.3858 3.2927 1.2122 1.79
O 1.0404 2.7107 -0.9421 -0.77
O -1.5850 1.6341 -0.0487 -0.68
O 2.6494 1.9586 0.3259 -0.63
O -0.3589 2.1301 1.7416 -0.68
O 2.3763 1.1660 -1.7720 -0.33
O -2.5248 -2.8195 0.1718 -0.50
O -1.5596 0.2797 1.6928 -0.27
C 2.0581 1.9512 -0.7831 1.04
C 1.4712 -0.9218 -0.8813 -0.89
C -1.2526 1.4586 1.1355 0.95
C -2.6751 -1.6930 1.0054 -0.41
C -1.3783 -0.9274 1.0012 -0.09
C 2.6306 -0.2351 -1.5288 -0.29
Li -0.7602 2.5202 -1.4630 0.89
H 0.8780 -1.5176 -1.5815 0.47
H -3.3806 -3.2384 0.0489 0.33
H 1.7983 -1.5112 -0.0192 0.42
H 3.5510 -0.3327 -0.9403 0.34
H -3.5028 -1.0417 0.6708 0.32
H -2.9114 -1.9953 2.0403 0.31
H 2.8277 -0.6328 -2.5342 0.30
H -0.1763 -0.7047 -0.0408 0.05
H -0.6014 -1.5306 1.4886 0.34